Entry 1:
One molecule with the formula C20H25N5O2 in a non-equilibrium geometry. Source: the Open Molecules 2025 dataset; level of theory: ωB97M-V with the def2-TZVPD basis set.

Values from the calculation:
Multiplicity ... 1
Structure (SMILES) ... Cc1cccc(CN2CCN(Cc3ccc4nonc4c3)C[C@H]2CCO)n1
HOMO ... -8.5 eV
Relative energy (zero: lowest compared OMol25 entry of this formula, charge and spin) ... 464.5 kJ/mol
M ... 367.45 g mol⁻¹
Strongest force on any atom ... 0.0308 Eh/bohr
Orbital gap ... 8.098 eV

Element x y z (Å)
C  5.72064  1.31952  0.38539
C  5.04042  -0.00464  0.26150
C  5.71475  -1.13464  -0.19139
C  5.02777  -2.33308  -0.27522
C  3.69655  -2.37064  0.10150
C  3.09763  -1.19765  0.55240
C  1.66863  -1.22247  1.03252
N  0.95144  0.01611  0.80166
C  -0.33685  0.05965  1.46581
C  -1.42314  -0.74539  0.74457
N  -1.54153  -0.26596  -0.62078
C  -2.64877  -0.88907  -1.32162
C  -3.96364  -0.44076  -0.74698
C  -4.12930  0.95653  -0.50827
C  -5.27218  1.48976  -0.00058
C  -6.32401  0.59597  0.28619
N  -7.53758  0.77605  0.77159
O  -8.09496  -0.43117  0.83155
N  -7.29321  -1.40517  0.40303
C  -6.16509  -0.81957  0.04622
C  -4.96097  -1.33148  -0.47346
C  -0.27848  -0.43021  -1.31489
C  0.82226  0.37688  -0.60348
C  0.54450  1.87996  -0.76532
C  1.40807  2.75463  0.15311
O  2.78127  2.53554  -0.00320
N  3.76157  -0.05346  0.62062
H  5.82734  1.57561  1.43835
H  6.70478  1.29554  -0.07391
H  5.11453  2.09547  -0.07568
H  6.75396  -1.07224  -0.47505
H  5.52156  -3.22637  -0.63009
H  3.13221  -3.28944  0.04986
H  1.17497  -2.10562  0.59074
H  1.69622  -1.37597  2.11839
H  -0.65686  1.10276  1.50888
H  -0.22267  -0.30515  2.48884
H  -1.18367  -1.82531  0.77100
H  -2.37965  -0.60129  1.25256
H  -2.60103  -0.56761  -2.36832
H  -2.58733  -1.99261  -1.30497
H  -3.28738  1.58966  -0.74213
H  -5.39414  2.54468  0.18086
H  -4.85564  -2.39101  -0.64252
H  0.01489  -1.49558  -1.37196
H  -0.38880  -0.05910  -2.33660
H  1.77842  0.14982  -1.08597
H  0.74826  2.14762  -1.80353
H  -0.50681  2.08198  -0.56158
H  1.23495  3.80715  -0.09421
H  1.11481  2.59146  1.19816
H  2.98129  1.64029  0.33641

Cartesian forces (eV/Å) of the 6 atoms listed first:
0.038 0.028 -0.026
0.325 -0.204 -0.109
-0.099 -0.051 0.016
-0.039 0.089 0.062
0.017 0.119 0.027
0.058 -0.401 -0.101

Entry 2:
C20H25N5O2PdS3 as an isolated structure in a non-equilibrium geometry. Source: the Open Molecules 2025 dataset; level of theory: ωB97M-V with the def2-TZVPD basis set.

Values from the calculation:
Multiplicity ... 1
HOMO (spin up / spin down) ... -14.3 / -14.3 eV
Charge ... +2
Relative energy (zero: lowest compared OMol25 entry of this formula, charge and spin) ... 109.9 kJ/mol
M ... 570.07 g mol⁻¹
Strongest force on any atom ... 0.0312 Eh/bohr
Orbital gap (spin up / spin down) ... 5.015 / 4.766 eV

Element x y z (Å)
Pd  -0.38619  0.42336  -0.41844
C  1.49870  -4.33367  1.34963
N  0.49924  -3.47989  2.00493
C  -0.01754  -3.66308  3.27778
C  -0.90920  -2.68959  3.49127
N  -0.95347  -1.91045  2.32824
C  -0.06876  -2.40995  1.43702
S  0.34353  -1.87788  -0.12172
C  -1.87713  -0.84609  2.16338
C  -3.06579  -0.90689  2.86616
C  -3.92177  0.18102  2.84514
C  -3.56172  1.31139  2.13214
C  -2.38906  1.27967  1.41660
N  -1.55883  0.21395  1.40906
H  1.78638  -5.12296  2.03607
H  2.37507  -3.74590  1.08560
H  1.07986  -4.77430  0.44820
H  0.30101  -4.46364  3.92388
H  -1.47088  -2.45485  4.37784
H  -3.32860  -1.80007  3.41569
H  -4.85610  0.14248  3.39106
H  -4.18325  2.19526  2.11248
H  -2.08104  2.12728  0.82757
S  -1.51167  2.26989  -1.71087
C  -2.43434  1.07742  -2.51424
S  -2.54230  -0.30171  -1.51080
C  -2.96291  1.19258  -3.74247
C  -3.76816  0.12994  -4.26633
N  -4.43070  -0.73536  -4.63793
C  -2.68216  2.35227  -4.53575
N  -2.40389  3.26219  -5.18238
C  0.30323  -1.03151  -3.45814
C  1.48382  -0.28687  -2.89348
O  1.05225  0.86273  -2.11299
C  2.13199  1.81228  -1.90532
C  1.64234  3.11573  -1.32167
H  0.64575  -1.96325  -3.91001
H  -0.19894  -0.44393  -4.22636
H  -0.41471  -1.28719  -2.68238
H  2.10078  0.08731  -3.70911
H  2.10139  -0.93647  -2.26657
H  2.58042  2.00008  -2.87921
H  2.89039  1.34977  -1.27384
H  0.99598  3.63276  -2.02857
H  2.50009  3.76107  -1.12618
H  1.10491  2.96682  -0.38945
C  3.25473  0.27214  1.07252
C  2.26743  1.31843  1.48284
C  2.77069  2.46722  2.29945
O  1.07570  1.26966  1.17981
H  3.55934  -0.27566  1.97052
H  4.16287  0.74257  0.68685
H  2.83686  -0.41766  0.34475
H  3.77494  2.30238  2.68137
H  2.08083  2.68754  3.11370
H  2.77862  3.35161  1.65268

Cartesian forces (eV/Å) of the 6 atoms listed first:
-0.771 -0.611 0.034
-0.034 0.058 0.022
0.150 -0.230 -0.011
0.133 -0.121 -0.128
-0.103 0.092 0.098
-0.356 0.259 0.184

Entry 3:
One molecule with the formula C20H25N5O3S2 in a non-equilibrium geometry. Source: the Open Molecules 2025 dataset; level of theory: ωB97M-V with the def2-TZVPD basis set.

Values from the calculation:
Multiplicity ... 1
Structure (SMILES) ... Cc1ccc(N2C[C@@H](C(=O)Nc3nnc(SCCN4CCOCC4)s3)CC2=O)cc1
HOMO ... -8.2 eV
Relative energy (zero: lowest compared OMol25 entry of this formula, charge and spin) ... 26.6 kJ/mol
M ... 447.59 g mol⁻¹
Strongest force on any atom ... 0.0348 Eh/bohr
Orbital gap ... 8.416 eV

Element x y z (Å)
C  -9.19100  -0.89561  -0.13472
C  -7.71518  -0.65172  -0.04759
C  -6.88329  -0.85011  -1.13923
C  -5.52318  -0.61268  -1.05752
C  -4.95684  -0.16320  0.13240
N  -3.57800  0.09013  0.20489
C  -2.79783  0.30119  -0.99964
C  -1.49842  0.95038  -0.51202
C  -1.61284  2.45768  -0.54651
O  -2.62025  3.07034  -0.79601
N  -0.46070  3.16742  -0.25144
C  0.81307  2.73519  -0.04333
N  1.23809  1.52132  -0.07910
N  2.53698  1.39104  0.15302
C  3.14652  2.50447  0.37555
S  4.82402  2.67365  0.72675
C  5.32963  0.92555  0.62020
C  5.41337  0.45771  -0.84246
N  5.72016  -0.92455  -1.06355
C  4.70580  -1.91078  -0.74551
C  4.87807  -2.53931  0.64499
O  6.18391  -3.04414  0.82324
C  7.14671  -2.02737  0.65764
C  7.04977  -1.40070  -0.74083
S  2.09185  3.91560  0.31074
C  -1.39306  0.46145  0.93526
C  -2.83109  0.15417  1.33851
O  -3.20418  -0.02145  2.47473
C  -5.78637  0.03964  1.23349
C  -7.14096  -0.20537  1.13730
H  -9.52812  -1.50557  0.70157
H  -9.44891  -1.39939  -1.06293
H  -9.73117  0.05039  -0.09512
H  -7.30017  -1.19905  -2.07344
H  -4.91070  -0.78946  -1.92758
H  -3.33865  0.96178  -1.68224
H  -2.58782  -0.65232  -1.49810
H  -0.63120  0.65183  -1.10142
H  -0.59570  4.17240  -0.23713
H  6.30017  0.88810  1.11347
H  4.59198  0.35616  1.18199
H  6.17317  1.05601  -1.35591
H  4.44673  0.65269  -1.31506
H  3.71977  -1.45320  -0.82695
H  4.79048  -2.71094  -1.49090
H  4.20735  -3.39228  0.76125
H  4.65709  -1.80393  1.43411
H  8.11822  -2.50557  0.79496
H  7.01195  -1.26082  1.43706
H  7.76382  -0.58213  -0.83837
H  7.30211  -2.17613  -1.47435
H  -0.95751  1.18545  1.62093
H  -0.80368  -0.45390  0.99997
H  -5.36563  0.38173  2.16339
H  -7.76838  -0.04180  2.00158

Cartesian forces (eV/Å) of the 6 atoms listed first:
0.007 0.055 0.022
0.021 -0.049 -0.048
-0.099 0.028 0.104
0.199 0.047 0.071
-0.353 -0.148 0.018
-0.082 0.153 -0.305

Entry 4:
C20H25N5O4RbS6 as an isolated structure in a non-equilibrium geometry. Source: the Open Molecules 2025 dataset; level of theory: ωB97M-V with the def2-TZVPD basis set.

Values from the calculation:
Multiplicity ... 1
HOMO (spin up / spin down) ... -4.2 / -2.1 eV
Charge ... -1
Relative energy (zero: lowest compared OMol25 entry of this formula, charge and spin) ... 152.3 kJ/mol
M ... 677.32 g mol⁻¹
Strongest force on any atom ... 0.0562 Eh/bohr
Orbital gap (spin up / spin down) ... 5.972 / 3.513 eV

Element x y z (Å)
Rb  0.11415  0.24805  0.59326
O  4.75976  1.07782  2.68745
C  3.60718  0.59339  2.16225
O  2.63315  1.30439  1.90192
C  3.62219  -0.88738  1.91595
C  4.67959  -1.70491  2.42867
C  4.82687  -3.02038  1.93719
C  3.81775  -3.50458  1.09914
C  2.69818  -2.68345  0.80909
N  2.59120  -1.38682  1.19320
C  1.65262  -3.18474  -0.07604
O  2.08702  -3.92365  -1.18832
O  0.47282  -3.04694  0.11224
H  4.80916  2.04864  2.67431
H  5.43709  -1.28226  3.14511
H  5.77089  -3.62327  2.11739
H  3.69107  -4.59155  0.89050
H  2.99047  -3.80243  -1.52416
C  -4.42117  -0.12521  1.05111
C  -3.39519  -1.15444  1.69824
N  -2.36148  -1.74271  0.89242
C  -2.66082  -2.63671  -0.16989
C  -3.31257  -2.02368  -1.44136
S  -2.54280  -0.53508  -2.03019
C  -3.96928  0.64168  -2.11923
C  -4.22248  1.48336  -0.87132
N  -3.77509  0.85852  0.30986
H  -5.12844  -0.69989  0.43192
H  -5.06663  0.34248  1.80065
H  -2.98276  -0.53832  2.53852
H  -4.03597  -1.87571  2.21491
H  -1.72374  -2.24157  1.48042
H  -1.66477  -3.05169  -0.50944
H  -3.22897  -3.56775  0.12741
H  -3.26738  -2.75132  -2.25794
H  -4.40009  -1.88413  -1.33157
H  -3.66244  1.26469  -2.97919
H  -4.90644  0.13392  -2.48917
H  -3.70451  2.46238  -0.88331
H  -5.33041  1.69468  -0.83197
H  -3.12621  1.37764  0.85628
S  -0.02150  6.11831  5.89507
C  -0.60872  5.17278  4.71169
S  -1.45206  3.70919  5.16840
C  -1.47815  2.89642  3.61113
C  -0.93511  3.72431  2.53215
S  -0.98896  3.30372  0.90518
S  -0.35189  5.34913  2.98061
S  -1.81760  1.25634  3.75068
C  3.94518  1.15798  -4.90320
N  2.75260  1.04821  -4.10035
C  1.48808  1.37828  -4.48012
C  0.75936  1.48318  -3.28868
N  1.53001  1.12843  -2.24866
C  2.71393  0.88897  -2.75096
H  4.82586  0.85290  -4.30147
H  4.00506  2.26127  -5.24870
H  3.81429  0.47589  -5.72606
H  1.17452  1.49282  -5.50435
H  -0.27792  1.79954  -3.15310
H  3.55147  0.44125  -2.21561

Cartesian forces (eV/Å) of the 6 atoms listed first:
0.207 -0.091 0.044
0.873 0.233 0.283
-1.439 -1.933 -0.717
0.695 0.126 0.043
1.012 2.316 1.397
1.461 -1.499 -0.400

Entry 5:
C20H25N5O9P2PtS as an isolated structure in a non-equilibrium geometry. Source: the Open Molecules 2025 dataset; level of theory: ωB97M-V with the def2-TZVPD basis set.

Values from the calculation:
Multiplicity ... 1
HOMO (spin up / spin down) ... -6.7 / -6.9 eV
Relative energy (zero: lowest compared OMol25 entry of this formula, charge and spin) ... 216.0 kJ/mol
M ... 768.54 g mol⁻¹
Strongest force on any atom ... 0.0430 Eh/bohr
Orbital gap (spin up / spin down) ... 6.098 / 6.131 eV

Element x y z (Å)
Pt  0.65179  0.98983  1.13900
C  0.56442  4.33588  2.10884
C  1.59734  3.70607  3.04741
O  2.11604  4.64607  3.98008
P  0.87814  2.34928  4.02602
O  1.76863  2.10392  5.29874
O  -0.46658  2.89568  4.68294
O  0.59796  1.09434  3.25082
P  2.96601  2.96843  2.04528
O  3.51018  1.88494  3.15845
O  3.99201  3.99355  1.79006
O  2.33850  2.18267  0.90861
H  -0.21750  4.83335  2.68224
H  0.10836  3.58433  1.46377
H  1.06786  5.06621  1.47364
H  2.96246  4.96094  3.62412
H  2.66047  1.81270  5.03303
H  -0.29316  3.64484  5.27325
H  4.32527  1.47035  2.84578
C  3.98555  -5.06526  -4.40033
O  2.79509  -5.52860  -5.01250
C  1.62808  -5.30554  -4.36130
C  1.52731  -4.70522  -3.10625
C  0.28134  -4.47610  -2.54788
C  -0.89307  -4.82214  -3.23134
C  -0.76602  -5.51059  -4.44512
C  0.47102  -5.73130  -5.00801
N  -2.19246  -4.54487  -2.79204
N  -2.43067  -3.74439  -1.82288
C  -1.81963  -2.53029  -1.67723
C  -1.10685  -1.86854  -2.69175
C  -0.29975  -0.77032  -2.43960
C  -0.16138  -0.27967  -1.14243
O  0.63941  0.71142  -0.82250
C  -0.96000  -0.87411  -0.12987
N  -0.81904  -0.33047  1.11680
C  -1.55880  -0.76869  2.10810
C  -2.48665  -1.80356  1.92995
C  -2.61567  -2.39865  0.70271
C  -1.83901  -1.93615  -0.37478
H  4.78698  -5.27210  -5.10277
H  4.18372  -5.59365  -3.46440
H  3.94408  -3.99101  -4.20768
H  2.41058  -4.41231  -2.55482
H  0.21684  -4.03406  -1.56259
H  -1.66904  -5.83375  -4.94816
H  0.57168  -6.23229  -5.96325
H  -1.19622  -2.25293  -3.69956
H  0.25266  -0.28971  -3.23762
H  -1.41000  -0.28892  3.06536
H  -3.08144  -2.12970  2.77110
H  -3.30061  -3.22167  0.54368
C  -2.02723  5.33422  -0.24737
N  -2.54998  4.82183  1.00698
C  -2.75585  3.51491  1.27001
N  -3.30279  3.26681  2.49360
S  -2.42404  2.27134  0.20855
H  -2.82771  5.67716  -0.90439
H  -1.48771  4.53552  -0.74687
H  -1.34742  6.16205  -0.04716
H  -2.94666  5.49230  1.64386
H  -3.20137  3.93590  3.24000
H  -3.34550  2.29972  2.75971

Cartesian forces (eV/Å) of the 6 atoms listed first:
0.527 -0.246 0.130
0.101 -0.029 0.068
0.109 -0.325 -0.136
-0.065 -0.007 -0.069
-0.382 0.012 0.198
0.164 -0.159 -0.062